(1)
# C29H28NO5P2V

C29H28NO5P2V as an isolated structure (wB97M-V/def2-TZVPD, OMol25).

Atoms and positions in Å:
1 C 0.58 -2.53 -0.01
2 C -0.24 -3.25 0.86
3 C -0.85 -3.17 -2.75
4 C 1.43 -0.68 2.64
5 C -1.97 2.79 0.32
6 C -0.49 -0.97 4.65
7 H -0.35 -3.86 -2.09
8 C 0.78 -1.51 4.80
9 V 1.02 0.90 -0.95
10 H 3.51 -4.14 0.49
11 C 3.86 1.09 -0.79
12 O -0.17 3.93 -3.45
13 H -1.00 3.55 -3.82
14 C -1.10 2.23 1.27
15 H -0.32 -4.84 2.28
16 H -2.86 -1.47 0.17
17 C -2.15 -1.38 -4.46
18 H -2.23 2.24 -0.58
19 H 1.57 4.69 -1.62
20 H -1.44 -4.69 -4.14
21 P -0.08 -1.21 -1.00
22 H -3.11 0.24 0.60
23 C -0.79 2.94 2.44
24 H 2.07 -5.41 2.05
25 C 1.93 -2.84 -0.15
26 C -2.22 4.73 1.71
27 C -2.11 -2.74 -4.75
28 C 1.65 -4.59 1.47
29 O 0.03 2.05 -2.27
30 C -0.90 -1.80 -2.45
31 C 3.61 2.57 -0.98
32 C -1.54 -0.91 -3.32
33 C -1.35 4.19 2.65
34 H -1.30 -3.02 0.96
35 N -1.19 -0.19 -0.15
36 C 1.74 3.72 -2.10
37 H -1.13 4.73 3.56
38 C 0.15 -0.14 2.49
39 H 3.93 3.11 -0.09
40 H -0.12 2.52 3.18
41 O 2.19 2.74 -1.16
42 H -3.08 -0.26 -1.10
43 H -2.59 -3.11 -5.65
44 H -2.66 -0.70 -5.13
45 C -0.82 -0.28 3.50
46 C -2.66 -0.44 -0.12
47 H 1.03 -2.04 5.71
48 H -2.67 5.70 1.89
49 C 0.30 -4.28 1.61
50 H 2.73 -1.77 3.94
51 C -1.47 -3.63 -3.90
52 H 2.57 -2.28 -0.82
53 C -2.53 4.03 0.54
54 O 4.89 0.53 -0.78
55 H 2.44 3.85 -2.92
56 H -1.56 0.15 -3.09
57 H -1.81 0.15 3.39
58 H 4.16 2.93 -1.85
59 C 2.46 -3.88 0.60
60 C 0.44 3.17 -2.63
61 P -0.30 0.68 0.99
62 H -3.23 4.45 -0.17
63 H 2.17 -0.57 1.86
64 O 2.62 0.40 -0.61
65 C 1.74 -1.36 3.81
66 H -1.23 -1.09 5.43

Relative energy (zero: lowest compared OMol25 entry of this formula, charge and spin) = 0.016 eV
Lowest unoccupied orbital energy (alpha / beta) = -0.4053 / -0.3836 Eh
HOMO (alpha / beta) = -17.3 / -17.3 eV
Gap between HOMO and LUMO (alpha / beta) = 0.23160 / 0.25216 Ha
Total charge = +3
2S+1 = 2
⟨S²⟩ = 0.7873

Here are the natural (NBO) charges for atoms 1 to 2, given in e: C -0.387; C -0.208



(2)
# C29H29As2F5N3O4RuS2

C29H29As2F5N3O4RuS2 as an isolated structure at a distorted geometry (wB97M-V/def2-TZVPD, OMol25).

Atoms and positions in Å:
1 C -3.51 -3.35 -2.78
2 O -4.30 -0.37 1.24
3 N -0.97 -1.18 1.78
4 H -4.05 6.27 -0.85
5 H 3.03 -0.14 -4.50
6 H 0.09 1.34 -4.36
7 C -0.63 3.71 1.91
8 S -3.81 0.77 0.51
9 C -0.26 2.06 -3.63
10 H -2.09 5.44 0.37
11 O 1.29 1.19 3.11
12 H -5.63 1.97 1.32
13 H 0.14 3.33 2.58
14 H -4.11 2.48 2.10
15 H 2.25 1.96 0.91
16 F -4.05 -4.85 -4.51
17 C -1.81 -4.66 -3.81
18 C -0.43 -0.42 2.75
19 H -2.30 -0.47 -4.02
20 H -0.76 2.89 -4.14
21 C 2.32 0.89 0.65
22 C 1.00 4.28 -0.50
23 N 1.15 0.14 1.06
24 C -4.59 2.21 1.16
25 F -2.97 -1.89 -1.06
26 H 4.54 1.52 -0.84
27 O -2.35 1.05 0.78
28 H -2.89 1.13 -4.54
29 C -3.14 -4.30 -3.71
30 C 0.76 0.40 2.33
31 C -2.75 0.46 -3.69
32 H -0.60 4.80 1.88
33 H -2.39 -2.56 1.26
34 H -3.36 -2.69 3.55
35 C -1.20 -3.11 -2.03
36 C -3.58 5.34 -1.16
37 C 2.92 0.14 -3.46
38 H -4.97 4.97 -2.76
39 H -2.37 -1.27 5.35
40 C -2.55 -2.78 -1.96
41 C -0.87 -4.07 -2.98
42 C -1.99 -1.97 2.08
43 H -4.48 3.02 0.44
44 H 4.86 1.04 -3.26
45 H 3.20 0.53 1.19
46 H -3.70 0.25 -3.19
47 F -1.43 -5.58 -4.70
48 C -0.90 -0.42 4.04
49 C 1.75 -0.16 -2.79
50 H 0.60 2.45 -3.08
51 C -3.50 3.42 -2.59
52 O -4.05 0.76 -0.93
53 H 0.52 5.24 -0.65
54 H 1.45 3.94 -1.43
55 C 2.55 0.71 -0.82
56 As -0.31 2.99 0.14
57 H 0.94 -0.69 -3.27
58 F 0.41 -4.46 -3.12
59 C -1.87 3.67 -0.83
60 C -1.97 -1.25 4.35
61 C -2.48 4.87 -0.47
62 N 1.56 0.15 -1.51
63 H 1.79 4.38 0.25
64 F -4.79 -2.98 -2.67
65 S 0.04 -2.39 -1.01
66 Ru -0.56 -0.05 -0.29
67 H -0.41 0.21 4.77
68 C -2.39 2.94 -1.90
69 As -1.55 1.27 -2.42
70 C 3.75 1.06 -1.43
71 C -4.10 4.61 -2.22
72 H -1.61 3.36 2.26
73 H -3.93 2.85 -3.41
74 C 3.93 0.78 -2.76
75 C -2.52 -2.04 3.36

Relative energy (zero: lowest compared OMol25 entry of this formula, charge and spin) = 0.000 eV
Lowest unoccupied orbital energy (alpha / beta) = 0.0125 / -0.0551 Eh
HOMO (alpha / beta) = -7.5 / -7.9 eV
Gap between HOMO and LUMO (alpha / beta) = 0.28871 / 0.23564 Ha
2S+1 = 6
⟨S²⟩ = 8.7630

Here are the Löwdin charges for atoms 1 to 2, given in e: C -0.149; O -0.312



(3)
# C29H29AuN4O4S4Si

C29H29AuN4O4S4Si as an isolated structure (wB97M-V/def2-TZVPD, OMol25).

Atoms and positions in Å:
1 C 0.78 -3.01 -4.64
2 H -4.48 -0.21 -1.35
3 C 6.13 5.81 5.43
4 H 6.05 1.06 0.48
5 C 2.87 1.36 -0.64
6 H 1.02 -0.08 2.28
7 C -0.01 -3.87 3.83
8 H -0.50 0.33 2.54
9 S 0.31 2.72 1.93
10 Au -0.32 -0.95 0.26
11 C 4.91 -0.50 -0.47
12 H -2.81 -2.32 0.84
13 C 5.11 0.78 0.02
14 H 4.35 6.88 4.94
15 N 2.83 4.84 4.00
16 H 0.58 -3.78 -5.38
17 H -4.18 -2.98 -0.06
18 H 4.32 2.70 4.07
19 S 1.90 7.15 5.24
20 C -3.41 -0.14 -1.53
21 C -0.04 -1.54 3.25
22 C 1.27 -1.14 -2.67
23 C 3.71 -0.86 -1.05
24 C 1.21 3.79 2.90
25 C 4.83 3.57 4.46
26 N 2.46 3.77 3.20
27 H -3.15 -2.21 -4.02
28 O 1.15 -5.12 6.64
29 H 2.03 2.05 -0.67
30 C 1.86 5.74 4.32
31 C -3.09 -2.82 -0.08
32 C -0.24 -3.55 5.16
33 N -0.87 -1.58 -1.63
34 C 6.12 3.47 4.94
35 C 2.18 -1.34 -3.69
36 H 0.25 -3.11 1.83
37 H -3.25 0.39 -2.47
38 H 6.63 6.69 5.80
39 H 3.08 -0.73 -3.71
40 H -0.57 -1.99 6.57
41 H -3.15 -3.75 -3.14
42 C 4.07 1.70 -0.05
43 C 0.09 -2.87 2.88
44 H -2.97 0.47 -0.74
45 H -0.36 -0.17 4.87
46 C 4.83 5.93 4.95
47 H -2.61 -3.80 -0.08
48 C 6.78 4.58 5.44
49 H 4.19 2.70 0.37
50 O -0.97 -4.28 7.53
51 H 7.79 4.50 5.82
52 C -3.40 -2.69 -3.06
53 S 0.39 5.19 3.61
54 O -0.97 -5.96 5.75
55 N 0.08 -0.47 2.27
56 C -0.27 -1.22 4.58
57 H 6.61 2.50 4.94
58 C 1.95 -2.27 -4.69
59 C 0.05 -1.84 -2.61
60 C 4.17 4.80 4.48
61 C 2.70 0.09 -1.17
62 C -0.37 -2.22 5.54
63 H -1.04 -3.40 -3.60
64 S -0.27 -4.86 6.40
65 H 2.68 -2.42 -5.48
66 C -0.14 -2.79 -3.63
67 H 5.70 -1.24 -0.38
68 H 3.55 -1.87 -1.40
69 H -4.48 -2.61 -2.92
70 O 1.46 -0.18 -1.69
71 Si -2.58 -1.83 -1.59
72 H 0.07 -4.91 3.56

Lowest unoccupied orbital energy = 0.1413 Eh
HOMO = -3.3 eV
Gap between HOMO and LUMO = 0.26306 Ha
Total charge = -2

Here are the Löwdin charges for atoms 1 to 2, given in e: C -0.122; H 0.020



(4)
# C29H29BF4N4PRuSTe4

C29H29BF4N4PRuSTe4 as an isolated structure (wB97M-V/def2-TZVPD, OMol25).

Atoms and positions in Å:
1 Te -2.02 4.41 -5.60
2 Te 2.53 4.31 -5.33
3 C 1.71 -2.53 -0.27
4 H 0.41 -1.21 4.89
5 C 3.31 3.47 1.55
6 C -1.29 -1.33 3.57
7 H -0.13 2.63 2.66
8 F -7.02 -0.50 -1.39
9 C -1.76 -1.15 2.28
10 C 4.47 3.01 2.15
11 H -2.58 0.15 -3.85
12 C 2.20 -3.65 -0.92
13 C -1.96 2.22 1.63
14 H -2.45 -0.43 -0.20
15 Ru -0.36 1.03 -1.21
16 C -3.01 1.66 4.17
17 C -0.79 -1.26 -3.16
18 C -1.69 2.06 4.02
19 H 5.17 3.70 2.60
20 H -1.05 2.14 4.90
21 H -1.10 -1.43 -0.69
22 C 3.86 0.72 1.59
23 H -2.81 -1.31 2.05
24 C 4.25 -0.74 1.64
25 H -3.91 1.70 0.90
26 C 3.65 0.24 -2.05
27 H 4.39 -2.12 -2.98
28 H 4.92 -0.92 2.48
29 C -2.86 -1.85 -3.79
30 N -3.23 -0.59 -4.04
31 H 1.93 -0.42 3.12
32 H 3.39 -1.39 1.74
33 H 5.64 1.28 2.63
34 C 2.18 -1.25 -0.58
35 Te -1.61 2.89 -3.49
36 C 2.43 2.57 0.97
37 C 4.74 1.65 2.16
38 C 3.18 -3.51 -1.89
39 F -4.75 -0.87 -1.52
40 H 3.27 1.07 -1.47
41 H -1.97 -1.65 4.35
42 C 0.05 -1.09 3.88
43 C -0.91 -0.71 1.26
44 H -4.22 -0.38 -3.90
45 H 4.75 0.28 -2.00
46 C 3.15 -1.10 -1.59
47 H -4.75 -2.53 -3.81
48 C 0.43 -0.47 1.58
49 H 4.76 -1.04 0.72
50 H 1.82 -4.63 -0.66
51 H -4.84 1.22 3.13
52 H 3.08 4.53 1.52
53 C -3.81 1.54 3.04
54 N -0.03 -0.45 -2.82
55 C -3.29 1.81 1.78
56 C 0.90 -0.66 2.88
57 H 3.35 0.42 -3.09
58 Te 1.02 3.02 -2.89
59 F -6.03 -1.02 -3.41
60 B -6.01 -1.25 -1.98
61 H -3.42 1.45 5.15
62 P 1.36 0.21 0.18
63 S -1.37 2.70 0.03
64 C 2.69 1.19 0.99
65 C -1.17 2.33 2.77
66 H -3.54 -3.67 -3.42
67 H 0.95 -2.64 0.49
68 N -1.61 -2.22 -3.49
69 F -6.21 -2.63 -1.79
70 N -3.78 -2.82 -3.90
71 C -1.36 -0.51 -0.15
72 C 3.64 -2.24 -2.21
73 H 3.58 -4.38 -2.40
74 H 1.52 2.92 0.49

Relative energy (zero: lowest compared OMol25 entry of this formula, charge and spin) = 0.170 eV
Lowest unoccupied orbital energy (alpha / beta) = 0.1398 / 0.1059 Eh
HOMO (alpha / beta) = -1.2 / -2.4 eV
Gap between HOMO and LUMO (alpha / beta) = 0.18457 / 0.19378 Ha
Total charge = -2
2S+1 = 6
⟨S²⟩ = 8.7897

Here are the Löwdin charges for atoms 1 to 2, given in e: Te -0.108; Te -0.198



(5)
# C29H29CaN2O5

C29H29CaN2O5 as an isolated structure at a distorted geometry (wB97M-V/def2-TZVPD, OMol25).

Atoms and positions in Å:
1 H -0.79 -0.12 2.95
2 C -2.04 -0.54 1.13
3 C 6.20 -3.03 0.03
4 H -6.12 -1.81 1.12
5 C -6.18 0.29 1.62
6 H -0.40 2.18 2.15
7 C -4.88 0.68 -0.84
8 H 5.45 -1.19 -0.76
9 C 5.20 -2.22 -0.47
10 C 1.32 1.86 -0.73
11 H -6.69 0.14 2.57
12 C 3.58 -4.00 -0.17
13 H 2.56 -4.36 -0.25
14 C 2.12 1.11 0.19
15 H -4.77 0.34 -2.95
16 N 6.94 -5.22 0.98
17 C -5.21 -0.61 -0.41
18 H 0.55 4.86 -0.91
19 O 8.10 -4.72 1.11
20 C -0.99 -0.73 2.06
21 C 5.89 -4.35 0.42
22 H -6.08 2.44 1.82
23 N -3.95 2.21 -2.59
24 H 1.84 0.66 2.38
25 C -1.89 -1.50 0.08
26 H -2.15 3.24 1.19
27 C -5.86 -0.80 0.81
28 C -0.87 3.28 -0.60
29 H -2.51 -1.59 -0.83
30 C -5.19 1.78 -0.03
31 O 3.02 -0.94 -1.95
32 C -5.84 1.58 1.20
33 H -3.20 0.30 -2.12
34 C -1.83 2.35 -1.41
35 H -4.71 2.68 -3.08
36 H -2.32 1.65 -0.71
37 H 7.21 -2.65 0.14
38 C 4.56 -4.83 0.31
39 O 6.61 -6.40 1.30
40 H -0.30 -3.05 -0.29
41 H -4.95 -1.46 -1.03
42 H -2.83 0.22 1.18
43 H 3.01 0.53 -0.07
44 H -2.43 4.61 0.07
45 H -1.24 1.74 -2.13
46 O 1.83 -1.64 -0.21
47 C 1.50 1.19 1.47
48 C -0.17 -1.80 1.60
49 C -0.74 -2.28 0.37
50 C -4.18 0.83 -2.16
51 H 1.49 1.92 -1.82
52 C -2.93 3.05 -2.22
53 H 0.77 -2.15 2.05
54 H 0.34 3.80 -2.33
55 O -2.96 4.23 -2.54
56 C 0.34 1.98 1.35
57 H -4.94 2.79 -0.35
58 C -1.66 3.97 0.52
59 H 4.33 -5.85 0.60
60 C 2.82 -1.66 -0.99
61 C -0.19 4.30 -1.50
62 H -0.98 4.60 1.11
63 C 3.88 -2.69 -0.60
64 Ca 0.03 -0.07 -0.20
65 C 0.20 2.42 -0.01
66 H -0.93 4.99 -1.91

Relative energy (zero: lowest compared OMol25 entry of this formula, charge and spin) = 0.161 eV
Lowest unoccupied orbital energy = 0.0532 Eh
HOMO = -4.8 eV
Gap between HOMO and LUMO = 0.22939 Ha
Total charge = -1

Here are the natural (NBO) charges for atoms 1 to 2, given in e: H 0.207; C -0.455



(6)
# C29H29Cl5GeN6O5SeSiTi

C29H29Cl5GeN6O5SeSiTi as an isolated structure (wB97M-V/def2-TZVPD, OMol25).

Atoms and positions in Å:
1 Se -1.33 -6.90 -1.94
2 C -4.32 -0.32 0.53
3 C -0.80 -3.77 0.41
4 H -3.04 0.68 -4.02
5 C -0.31 -2.51 0.00
6 C -0.91 -4.81 -0.62
7 H -2.35 3.78 -0.95
8 C 3.23 -0.80 1.28
9 N -0.62 -5.52 -2.84
10 H 1.55 -1.36 -4.74
11 H 2.93 1.13 3.75
12 H -3.58 3.39 -2.17
13 C 1.12 -0.74 -2.74
14 N -1.39 -5.99 -0.40
15 Cl 6.04 2.26 -2.72
16 C -0.52 1.90 2.55
17 Ti 0.43 0.48 0.08
18 C 1.14 3.41 0.02
19 H -4.73 -0.97 -0.23
20 Cl 2.57 4.27 2.21
21 O 0.16 3.85 -0.54
22 H -5.27 1.50 3.22
23 C -0.49 -1.69 2.16
24 H 1.74 5.44 0.37
25 H 0.57 -3.65 -4.38
26 C -3.25 1.35 2.50
27 O 2.30 -0.45 0.56
28 C -1.11 -3.97 1.73
29 H 5.88 -1.40 1.39
30 Cl 3.63 4.38 -0.52
31 H -1.12 -3.02 3.69
32 C 0.14 -2.28 -1.31
33 N 3.56 -0.23 2.47
34 H -6.22 0.03 1.49
35 Cl 5.54 1.24 0.55
36 O 3.92 -1.86 0.89
37 H -0.96 3.09 4.30
38 H -1.32 3.27 -4.25
39 H -1.48 -4.93 2.06
40 C -1.37 2.45 3.54
41 Si -1.68 1.82 -2.27
42 H -3.48 2.43 -0.69
43 O 1.44 2.18 0.30
44 C -0.92 -2.90 2.63
45 C 0.09 -3.25 -2.34
46 H -3.38 2.60 4.25
47 C -2.71 2.18 3.51
48 C -0.68 2.69 -3.58
49 H -3.37 -0.01 -2.43
50 C -2.58 0.38 -3.07
51 H 0.54 2.14 2.60
52 C -4.64 1.06 2.46
53 C -2.89 2.97 -1.44
54 C 1.13 -1.64 -3.79
55 C -0.99 1.09 1.54
56 C 2.18 4.45 0.48
57 H 5.49 -3.09 1.03
58 N -0.22 -1.43 0.86
59 C -2.39 0.79 1.51
60 C -5.16 0.25 1.50
61 C 0.59 -2.91 -3.58
62 C -2.98 -0.05 0.53
63 Ge 4.42 1.14 -1.55
64 H 3.23 1.73 2.23
65 H -2.35 -0.50 -0.23
66 C -0.48 -4.54 -1.99
67 H -0.12 1.98 -4.19
68 H 4.56 -0.17 2.60
69 H 1.53 0.26 -2.87
70 H -1.88 -0.43 -3.29
71 H -0.37 -0.86 2.85
72 H 0.03 3.38 -3.11
73 C 5.15 -2.20 1.54
74 O -0.65 1.18 -1.16
75 H 4.99 -2.40 2.60
76 Cl 5.11 -0.98 -2.08
77 N 2.85 0.95 2.76
78 N 0.64 -1.03 -1.54

Relative energy (zero: lowest compared OMol25 entry of this formula, charge and spin) = 0.483 eV
Lowest unoccupied orbital energy (alpha / beta) = 0.0554 / 0.0588 Eh
HOMO (alpha / beta) = -3.3 / -5.4 eV
Gap between HOMO and LUMO (alpha / beta) = 0.17511 / 0.25904 Ha
Total charge = -1
2S+1 = 2
⟨S²⟩ = 0.7700

Here are the Löwdin charges for atoms 1 to 2, given in e: Se 1.039; C -0.080



(7)
# C29H29N4O4PRu

C29H29N4O4PRu as an isolated structure (wB97M-V/def2-TZVPD, OMol25).

Atoms and positions in Å:
1 Ru 0.77 -0.82 -0.65
2 C 3.29 1.37 0.11
3 C 4.05 1.80 2.75
4 O 0.57 -1.48 -2.51
5 H 3.68 1.58 -1.99
6 C -2.28 -1.84 3.53
7 C -1.11 1.02 1.64
8 O 0.58 3.58 1.24
9 H 4.77 2.89 -0.37
10 C 3.07 0.88 2.50
11 H 0.69 2.75 3.07
12 C 1.25 -2.17 -7.40
13 H -0.88 1.75 0.88
14 H -4.08 -0.46 0.24
15 C 2.18 -1.21 -7.01
16 N -1.10 3.79 2.96
17 H -2.57 -2.67 4.16
18 C -1.93 0.32 3.85
19 C -2.19 -0.43 -1.75
20 H -0.36 -1.10 4.64
21 H -3.85 -0.58 4.43
22 C -1.58 1.36 2.84
23 N -0.90 -0.36 1.31
24 C 2.23 -0.80 -5.69
25 H 2.94 -0.06 -5.37
26 H -4.95 0.13 2.40
27 C 0.36 -2.73 -6.48
28 H -0.27 -2.78 -4.44
29 H 2.60 0.31 3.29
30 O 1.66 -0.17 0.99
31 H -1.81 -0.58 -2.76
32 H -1.60 -3.26 1.91
33 H -2.11 -3.42 -2.27
34 C -3.20 -0.59 3.56
35 H -1.49 4.70 3.14
36 C 0.29 3.66 2.64
37 C 1.40 -0.96 -3.38
38 C 4.30 2.34 0.43
39 H 2.86 -0.78 -7.73
40 H -1.94 -4.12 -0.65
41 C -2.14 -1.25 1.00
42 C 0.40 -2.34 -5.17
43 C 4.67 2.55 1.72
44 C 2.64 0.66 1.18
45 C -3.98 -0.33 2.32
46 H 4.37 1.96 3.78
47 H -3.28 -0.46 -1.78
48 C 1.34 -1.37 -4.76
49 H 0.37 4.43 0.84
50 H 0.55 -1.58 2.35
51 H -3.39 -3.17 -1.06
52 H -0.35 -3.48 -6.81
53 C -1.70 -2.20 2.14
54 N 2.23 0.16 -1.69
55 C -2.00 2.77 3.13
56 P -1.56 -1.73 -0.65
57 C -1.04 -0.94 3.81
58 H -2.01 0.77 4.84
59 H 0.81 4.52 3.07
60 C -3.50 -0.66 1.12
61 C -0.49 -1.28 2.42
62 H -1.90 0.57 -1.40
63 N 2.31 -0.05 -3.00
64 H 1.22 -2.48 -8.44
65 O -3.14 2.96 3.51
66 H 5.44 3.27 1.97
67 C -2.31 -3.26 -1.21
68 C 3.09 1.08 -1.22

Relative energy (zero: lowest compared OMol25 entry of this formula, charge and spin) = 2.364 eV
Lowest unoccupied orbital energy (alpha / beta) = -0.2433 / -0.3283 Eh
HOMO (alpha / beta) = -14.1 / -14.3 eV
Gap between HOMO and LUMO (alpha / beta) = 0.27472 / 0.19692 Ha
Total charge = +2
2S+1 = 5
⟨S²⟩ = 6.0481

Here are the natural (NBO) charges for atoms 1 to 2, given in e: Ru 1.260; C -0.196



Which formula does entry 6 have? C29H29Cl5GeN6O5SeSiTi